Density functional theory data (ωB97M-V/def2-TZVPD) for an isolated molecule of C3H4OS in a non-equilibrium geometry.

Geometry as XYZ:
```
9
Properties=species:S:1:pos:R:3:mulliken_charge:R:1
C 0.7695 -0.2030 0.0658 0.63
C -0.4714 0.6107 -0.1668 -0.26
C -1.4236 0.3809 0.7229 -0.61
H 2.3880 -1.4951 -1.3911 0.14
H -0.4481 1.4370 -0.8555 0.35
H -2.3711 0.8306 0.6398 0.30
H -1.2449 -0.3372 1.5904 0.19
O 1.2531 -0.6798 1.0327 -0.45
S 1.5485 -0.5441 -1.6382 -0.28
```

Values from the calculation:
**Gap between HOMO and LUMO**: 10.0 eV
**SMILES string**: C=CC(=O)S
**E**: -16057.308 eV
**Highest occupied orbital energy**: -9.717 eV

Density functional theory data (ωB97M-V/def2-TZVPD) for a structure of composition C45H95B3N4O7 in a non-equilibrium geometry.

Geometry as XYZ:
```
154
Properties=species:S:1:pos:R:3:mulliken_charge:R:1
C -3.8144 -3.6944 1.4515 -0.47
O -4.2414 -4.9178 2.0098 -0.31
C -5.0529 -5.6937 1.1450 -0.53
C -4.2829 -6.8413 0.4928 -0.80
C -3.7582 -6.4453 -0.9004 -0.41
C -4.8489 -6.5729 -1.9536 -0.66
C -4.3483 -6.0832 -3.3238 -0.83
B -4.3398 -4.5264 -3.4696 0.26
O -5.4730 -3.7401 -3.3471 -0.46
B -5.3249 -2.4512 -3.8341 0.63
C -6.0628 -1.2349 -3.1784 -0.76
C -5.4450 -0.8146 -1.8493 0.00
O -4.4722 0.1802 -2.0654 -0.31
C -4.1642 0.8679 -0.8605 -0.50
C -2.8737 1.6221 -1.0759 -0.44
O -2.9298 2.8698 -0.3880 -0.44
C -2.1123 3.8328 -0.9418 0.44
C -2.6789 4.9877 -1.4695 -1.04
C -1.8556 5.9586 -2.0407 -0.25
C -0.4559 5.8274 -2.0972 -0.21
C 0.3759 6.9288 -2.7774 3.88
C -0.0115 6.9062 -4.2639 -1.93
C -0.1008 8.2970 -2.1795 -2.00
C 1.8893 6.7760 -2.5127 -2.82
C 2.9201 7.3219 -3.5260 2.85
C 2.6929 8.7746 -3.9816 -1.89
C 3.0934 6.4132 -4.7487 -2.00
C 4.2871 7.2828 -2.7560 -1.43
C 0.0810 4.6612 -1.5455 -0.46
C -0.7303 3.6719 -0.9678 -0.76
O -4.4651 -2.2421 -4.9076 -0.55
B -3.3848 -3.0990 -4.9465 0.18
C -2.4710 -3.3001 -6.2024 -0.95
C -1.3753 -2.2164 -6.3688 0.45
O -1.7016 -1.4008 -7.5031 -0.55
C 0.0369 -2.7909 -6.4940 -0.57
N 0.9426 -2.1674 -5.5148 -0.62
O -3.1608 -3.8453 -3.7821 0.01
H -4.5014 -3.2888 0.7097 0.19
H -3.7480 -2.9667 2.2593 0.04
H -2.8134 -3.7546 1.0217 0.32
H -5.5135 -5.0832 0.3673 0.30
H -5.8698 -6.0928 1.7452 0.35
H -3.4735 -7.1542 1.1438 0.43
H -4.9702 -7.6737 0.3465 0.38
H -3.4204 -5.4072 -0.8448 0.13
H -2.8931 -7.0455 -1.1714 0.40
H -5.7591 -6.0633 -1.6480 0.33
H -5.0782 -7.6353 -2.0370 0.37
H -4.9252 -6.5253 -4.1366 0.43
H -3.3240 -6.4282 -3.4492 0.24
H -6.0858 -0.3989 -3.8710 0.21
H -7.1028 -1.5240 -3.0222 0.37
H -5.0280 -1.6844 -1.3292 -0.13
H -6.2313 -0.4049 -1.2090 0.53
H -4.9934 1.5274 -0.6035 0.28
H -4.0306 0.1246 -0.0713 0.24
H -2.0286 1.0176 -0.7473 0.16
H -2.7430 1.8041 -2.1418 0.43
H -3.7496 5.1038 -1.4200 0.44
H -2.3356 6.8351 -2.4501 0.41
H 0.4028 6.0236 -4.7429 0.31
H -1.0891 6.8099 -4.3576 0.59
H 0.2694 7.8108 -4.7906 0.25
H -0.7335 8.1574 -1.3120 0.43
H 0.7404 8.8883 -1.8322 0.49
H -0.6104 8.8983 -2.9270 0.35
H 2.1750 5.7449 -2.3358 0.32
H 2.0936 7.2933 -1.5765 0.39
H 3.6658 9.2233 -4.1767 0.47
H 2.1691 8.8245 -4.9314 0.40
H 2.2133 9.3967 -3.2351 0.23
H 3.1214 5.3822 -4.3982 0.37
H 2.2943 6.5229 -5.4734 0.40
H 4.0409 6.6063 -5.2453 0.54
H 5.0592 6.8862 -3.4058 0.04
H 4.1982 6.6762 -1.8591 0.39
H 4.5926 8.2799 -2.4531 0.38
H 1.1408 4.4703 -1.5563 0.36
H -0.2863 2.7812 -0.5535 0.40
H -1.9873 -4.2672 -6.0783 0.29
H -3.0561 -3.3562 -7.1149 0.26
H -1.3545 -1.5297 -5.5275 0.24
H -1.1568 -1.6732 -8.2425 0.33
H 0.4007 -2.6695 -7.5202 0.35
H 0.0498 -3.8569 -6.2885 0.35
H 1.8244 -2.6609 -5.5339 0.22
H 1.1157 -1.2085 -5.7892 0.20
C -1.8730 -4.2946 6.7307 -1.18
C -2.6871 -3.1853 7.3788 -0.39
N -3.0030 -2.1004 6.4698 0.15
C -3.5412 -0.9284 7.1363 -0.69
C -4.8984 -1.0521 7.8415 -0.98
C -3.6644 -2.4905 5.2373 -0.79
C -5.0044 -3.2321 5.3367 -0.84
H -0.9554 -3.9024 6.2894 0.32
H -1.5973 -5.0346 7.4838 0.23
H -2.4341 -4.8177 5.9554 0.30
H -2.0993 -2.7684 8.2013 0.46
H -3.5859 -3.6300 7.8359 0.23
H -3.5923 -0.1133 6.4093 0.35
H -2.8011 -0.6086 7.8769 0.43
H -5.7258 -1.0703 7.1336 0.22
H -5.0523 -0.1880 8.4911 0.40
H -4.9580 -1.9441 8.4656 0.28
H -2.9742 -3.1187 4.6682 0.37
H -3.7997 -1.5985 4.6192 0.31
H -4.9925 -4.0074 6.1039 0.26
H -5.2183 -3.7217 4.3838 0.24
H -5.8304 -2.5537 5.5459 0.29
C 3.0651 -10.0758 8.7192 -1.43
C 2.6734 -8.6124 8.5813 -0.31
N 1.2705 -8.4206 8.2664 0.12
C 0.9503 -7.0609 7.8703 -0.74
C 1.1166 -5.9466 8.9122 -1.07
C 0.3302 -9.0553 9.1728 -0.69
C 0.3868 -8.6711 10.6587 -0.96
H 2.8029 -10.6355 7.8206 0.33
H 4.1429 -10.1547 8.8668 0.44
H 2.5861 -10.5520 9.5753 0.29
H 3.2563 -8.1814 7.7631 0.43
H 2.9799 -8.0778 9.4948 0.25
H -0.0759 -7.0418 7.4935 0.41
H 1.5765 -6.8149 7.0069 0.34
H 0.3143 -5.9583 9.6491 0.22
H 1.0800 -4.9733 8.4182 0.41
H 2.0699 -6.0094 9.4373 0.36
H 0.4668 -10.1368 9.0974 0.38
H -0.6791 -8.8765 8.7941 0.34
H 1.4109 -8.6265 11.0314 0.24
H -0.1419 -9.4209 11.2508 0.37
H -0.0905 -7.7125 10.8547 0.28
C 8.5869 5.1836 -4.4821 -1.60
C 8.1131 6.5611 -4.9196 0.22
N 8.6265 7.6356 -4.0914 0.15
C 7.9688 8.9073 -4.3298 -0.06
C 8.1349 9.5649 -5.7064 -1.11
C 10.0705 7.6833 -3.9463 -0.72
C 10.9200 7.8175 -5.2186 -0.95
H 8.3397 5.0012 -3.4355 0.33
H 8.0972 4.4184 -5.0858 0.45
H 9.6624 5.0576 -4.6107 0.33
H 7.0218 6.5821 -4.8470 -0.04
H 8.3543 6.6953 -5.9864 0.26
H 8.2882 9.6156 -3.5604 0.42
H 6.8987 8.7564 -4.1522 -0.26
H 9.1179 10.0182 -5.8261 0.26
H 7.3995 10.3641 -5.8201 0.46
H 7.9777 8.8587 -6.5219 0.25
H 10.3869 6.7787 -3.4215 0.39
H 10.3158 8.5000 -3.2631 0.35
H 10.5690 7.1617 -6.0165 0.25
H 11.9527 7.5389 -5.0000 0.37
H 10.9362 8.8382 -5.5971 0.28
```

Values from the calculation:
**Gap between HOMO and LUMO**: 8.6 eV
**E**: -70533.094 eV
**Highest occupied orbital energy**: -8.007 eV

Density functional theory data (ωB97M-V/def2-TZVPD) for a structure of composition C27H38N5O6PPdS in a non-equilibrium geometry.

Geometry as XYZ:
```
79
Properties=species:S:1:pos:R:3:mulliken_charge:R:1
Pd -0.5007 1.0606 0.2519 0.61
C 2.5345 -5.9468 6.3409 -0.85
O 2.2869 -7.1344 5.6186 -0.47
C 1.4407 -7.0217 4.5373 0.84
C 0.5725 -5.9548 4.3365 -0.35
C -0.2206 -5.9025 3.1989 -0.25
C -0.1915 -6.9196 2.2348 -0.13
C 0.6535 -8.0036 2.4905 -0.28
C 1.4663 -8.0514 3.6117 -0.54
N -1.1048 -7.0572 1.1607 -0.94
N -1.6386 -6.0738 0.5443 -0.33
C -1.0824 -4.8373 0.4032 -0.15
C 0.3036 -4.5378 0.5041 -0.05
C 0.8138 -3.3070 0.2400 -1.18
C -0.0137 -2.1926 -0.1761 -0.01
O 0.4610 -1.1146 -0.5108 -0.41
C -1.4807 -2.4584 -0.1967 -0.20
N -2.2849 -1.4011 -0.4014 -0.06
C -3.5841 -1.5859 -0.4244 -0.19
C -4.1765 -2.8473 -0.2737 -0.97
C -3.3720 -3.9319 -0.0362 -0.57
C -1.9737 -3.7613 0.0265 1.44
H 3.3673 -6.1563 7.0092 0.24
H 1.6706 -5.6428 6.9389 0.29
H 2.8027 -5.1223 5.6754 0.38
H 0.5088 -5.1460 5.0515 0.34
H -0.8828 -5.0586 3.0624 0.40
H 0.6647 -8.8171 1.7742 0.34
H 2.1264 -8.8932 3.7857 0.37
H 0.9812 -5.3449 0.7473 0.40
H 1.8804 -3.1254 0.2879 0.42
H -4.2018 -0.6986 -0.5533 0.43
H -5.2547 -2.9479 -0.3218 0.38
H -3.7738 -4.9248 0.1184 0.44
C -3.6074 0.8293 2.4731 -0.79
N -2.2596 0.3354 2.3574 0.11
C -1.1370 1.1805 2.2102 -0.28
S 0.4320 0.4907 2.5189 -0.34
N -1.4640 2.5179 2.5830 -0.24
C -0.3741 3.4611 2.7929 -0.89
H -4.2830 -0.0267 2.4939 0.38
H -3.9242 1.4829 1.6451 0.14
H -3.7305 1.3948 3.3998 0.30
H -2.1360 -0.5693 1.9340 0.05
H -2.1229 2.8934 1.9106 0.30
H 0.3376 3.0189 3.4873 0.37
H -0.7937 4.3706 3.2330 0.32
H 0.1453 3.7117 1.8666 0.13
C 2.6150 2.5494 -0.3704 -1.34
C 2.2922 2.2334 -1.8262 1.52
C 2.8770 0.8854 -2.2169 -1.56
C 2.8251 3.3338 -2.7427 -1.85
O 0.8721 2.0484 -1.9957 -0.04
P -0.2623 3.1879 -1.7776 0.49
O -0.0511 4.3451 -2.6919 -0.87
O -0.4761 3.4783 -0.3195 -0.37
O -1.4597 2.2318 -2.3495 -0.24
C -2.8523 2.5449 -2.2902 1.93
C -3.5049 1.4582 -3.1328 -1.94
C -3.3625 2.4575 -0.8502 -0.87
C -3.1372 3.9253 -2.8782 -1.80
H 3.6953 2.4831 -0.2098 0.46
H 2.1122 1.8433 0.2908 0.17
H 2.2720 3.5524 -0.1093 0.31
H 3.9657 0.9004 -2.1133 0.38
H 2.6177 0.6592 -3.2542 0.37
H 2.4545 0.1063 -1.5773 0.20
H 3.8969 3.4644 -2.5624 0.40
H 2.3036 4.2725 -2.5647 0.43
H 2.6674 3.0662 -3.7903 0.35
H -3.1685 0.4804 -2.7796 0.30
H -3.1995 1.5667 -4.1763 0.47
H -4.5952 1.5174 -3.0706 0.37
H -2.9431 1.5615 -0.3830 -0.36
H -4.4549 2.4097 -0.8363 0.54
H -3.0261 3.3222 -0.2758 0.36
H -2.8337 3.9593 -3.9264 0.37
H -2.5681 4.6908 -2.3499 0.40
H -4.2068 4.1449 -2.8024 0.43
```

Values from the calculation:
**Gap between HOMO and LUMO**: 5.2 eV
**Total charge**: -2
**E**: -71958.648 eV
**Highest occupied orbital energy**: -1.041 eV

Density functional theory data (ωB97M-V/def2-TZVPD) for a structure of composition C2H2FeO4 in a non-equilibrium geometry.

Geometry as XYZ:
```
9
Properties=species:S:1:pos:R:3:mulliken_charge:R:1
O -3.2258 0.9640 -0.0724 -0.36
C -2.7519 -0.0311 0.3256 0.72
O -2.7233 -1.0491 0.9047 -0.37
O -0.2459 0.1766 -0.7216 -0.55
C 0.6904 -0.8474 -0.5039 0.40
O 1.8917 -0.5142 -1.1198 -0.67
Fe 1.1061 1.1186 -1.7456 0.24
H 0.2937 -1.8104 -0.9085 0.29
H 0.8354 -0.9918 0.5940 0.30
```

Values from the calculation:
**Gap between HOMO and LUMO (spin up / spin down)**: 8.1 / 7.9 eV
**Expectation value of S²**: 12.01
**2S+1**: 7
**E**: -44679.870 eV
**Highest occupied orbital energy (spin up / spin down)**: -7.906 / -10.525 eV

Density functional theory data (ωB97M-V/def2-TZVPD) for a structure of composition C7H12ClO5Y in a non-equilibrium geometry.

Geometry as XYZ:
```
26
Properties=species:S:1:pos:R:3:mulliken_charge:R:1
Y 0.0456 -1.8072 -1.7223 1.87
Cl -0.9166 -0.1114 0.0906 -0.31
O 1.8573 -1.8669 -0.3035 -0.43
C 2.9987 -1.9573 0.2325 0.81
O 3.2379 -1.6780 1.4449 -0.21
C 2.1163 -1.3056 2.3053 -0.22
C 1.4334 -2.4557 3.0133 -1.04
C 4.1942 -2.3861 -0.5521 -1.04
H 1.4740 -0.5777 1.8166 0.26
H 2.5495 -0.7454 3.1335 0.27
H 0.7423 -2.0612 3.7555 0.37
H 2.1871 -2.9385 3.6393 0.35
H 0.9885 -3.1808 2.3351 0.28
H 4.3092 -3.4659 -0.4765 0.30
H 5.0912 -1.8069 -0.3399 0.35
H 4.0537 -2.0896 -1.5977 0.34
C -2.8961 3.6083 -1.3279 -0.36
C -3.5881 2.2653 -1.0773 0.27
O -4.2590 2.0551 -2.3081 -0.35
C -4.5553 3.2923 -2.8379 0.61
O -5.3941 3.5024 -3.6206 -0.43
O -3.8709 4.2494 -2.1531 -0.31
H -1.9958 3.4155 -1.9220 0.24
H -2.6832 4.2027 -0.4481 0.34
H -4.2605 2.3593 -0.2194 0.31
H -2.8593 1.4840 -0.8601 -0.28
```

Values from the calculation:
**Gap between HOMO and LUMO**: 3.9 eV
**Total charge**: +2
**E**: -31239.118 eV
**Highest occupied orbital energy**: -14.964 eV

Density functional theory data (ωB97M-V/def2-TZVPD) for a structure of composition C26H41BrN6P2Tc in a non-equilibrium geometry.

Geometry as XYZ:
```
77
Properties=species:S:1:pos:R:3:mulliken_charge:R:1
C 2.7848 4.8049 -0.7236 -0.17
C 1.8011 4.0435 -1.3829 0.20
C 1.8800 3.9478 -2.7861 -0.26
C 2.8433 4.7275 -3.4540 -0.43
N 3.7154 5.4935 -2.8021 -0.30
C 3.7101 5.5454 -1.4724 -0.46
C 0.8055 3.3724 -0.5678 -0.26
C -0.0051 3.3770 0.3669 1.23
C -0.9888 2.8704 1.2438 -0.83
C -0.7736 1.7375 2.1025 -0.49
C -1.8245 0.7997 2.0893 -0.94
C -2.9441 0.9996 1.2723 0.22
C -3.3505 2.3025 1.0192 -0.47
C -2.3411 3.2736 1.0582 -0.83
Tc -1.0235 -0.9337 1.2358 -0.85
P 1.0626 -0.5622 0.4471 1.57
H 1.2457 3.2653 -3.3468 0.52
H 2.8518 4.7791 0.3614 0.48
H 2.9228 4.7047 -4.5479 0.41
H 4.4548 6.1655 -0.9672 0.42
H -2.5655 4.3207 0.9085 0.60
H 0.0492 1.6088 2.7933 1.05
H -4.4050 2.4772 0.8164 0.58
H -1.8736 -0.1617 2.6394 1.72
C 1.9124 -2.1871 0.5295 -0.61
C 3.1599 -2.4509 -0.3044 -1.50
H 1.1569 -2.9642 0.3211 0.58
H 2.1442 -2.2726 1.5996 0.59
H 3.4320 -3.4879 -0.0927 0.48
H 2.9983 -2.3764 -1.3866 0.31
H 4.0223 -1.8432 -0.0095 0.35
C 1.3510 -0.0097 -1.2989 0.09
C 2.7268 0.5111 -1.7061 -1.67
H 0.5829 0.7527 -1.5112 0.21
H 1.1101 -0.8989 -1.8894 0.29
H 2.6986 0.5835 -2.7990 0.44
H 2.9201 1.5205 -1.3177 0.32
H 3.5630 -0.1590 -1.4591 0.30
C 2.1270 0.6552 1.3103 0.31
C 3.6358 0.3993 1.3828 -1.55
H 1.7295 0.7544 2.3301 0.25
H 1.8641 1.5950 0.8017 -0.26
H 4.0175 1.2003 2.0265 0.49
H 3.8774 -0.5644 1.8556 0.34
H 4.1700 0.4917 0.4251 0.33
Br -4.1649 -0.5399 1.0849 0.13
P -1.8883 -1.7068 -0.9696 0.90
C -0.7581 -2.4901 -2.1967 -0.56
C -1.2028 -3.8301 -2.7800 -1.33
H 0.2078 -2.6124 -1.6830 0.31
H -0.5966 -1.7612 -3.0080 0.62
H -0.3775 -4.2625 -3.3640 0.44
H -1.4631 -4.5508 -1.9997 0.26
H -2.0594 -3.7201 -3.4576 0.33
C -2.8944 -3.0861 -0.2430 -0.78
C -4.2987 -3.2589 -0.8057 -1.57
H -2.9229 -2.8817 0.8403 0.68
H -2.3128 -4.0113 -0.3223 0.62
H -4.9272 -3.8226 -0.1064 0.39
H -4.8160 -2.3161 -0.9961 0.42
H -4.2831 -3.8355 -1.7346 0.35
C -2.6653 -0.3990 -2.0167 -0.34
C -3.2269 -0.8506 -3.3639 -1.30
H -1.8832 0.3667 -2.1552 0.25
H -3.4435 0.1015 -1.4274 0.34
H -3.8347 -0.0447 -3.7956 0.43
H -2.4419 -1.0893 -4.0900 0.36
H -3.8786 -1.7217 -3.2481 0.29
N -0.7457 -0.1492 6.5730 -0.56
N -0.2533 -0.7147 5.4120 0.70
N -0.0044 -2.0636 5.3982 -0.63
C -0.0871 -2.3376 4.0979 -0.51
N -0.4088 -1.2519 3.3235 -0.01
N -0.6379 -0.2307 4.2256 -0.14
H -0.6423 0.8557 6.5867 0.29
H -0.3699 -0.6450 7.3773 0.34
H 0.0495 -3.3479 3.7333 0.48
```

Values from the calculation:
**Gap between HOMO and LUMO (spin up / spin down)**: 6.4 / 4.9 eV
**Expectation value of S²**: 3.82
**2S+1**: 4
**Total charge**: +4
**E**: -127335.792 eV
**Highest occupied orbital energy (spin up / spin down)**: -20.449 / -20.234 eV

What is the E in the fourth record? -44679.870 eV